Record 1
Density functional theory data (ωB97M-V/def2-TZVPD) for a molecular structure, C37H25IN3O4PYb in a non-equilibrium geometry.

Geometry (Å):
C -1.93906 2.55149 4.69615
C 1.28467 1.87839 -0.86569
C -3.21476 -4.06955 -0.22389
C -3.43140 -1.67345 -0.11490
H 2.25164 -6.63734 0.78283
N -2.31604 1.96241 0.59353
C -1.86130 -3.92698 -0.49741
Yb -0.59198 0.34509 -0.41916
H 1.21573 4.57515 -1.06555
H -3.31760 2.42199 -1.13033
H 1.23988 0.95136 -5.32785
O -0.82379 2.58283 6.72384
C 2.16488 -0.18515 -3.75599
H -0.15620 0.70222 5.80424
C -3.99566 -2.94176 -0.02945
H -3.38518 4.06279 4.51405
N -1.86221 2.83390 6.14473
H 3.84117 1.20149 -1.15352
O 1.46295 0.81635 -0.18879
C 1.95724 -1.00706 -2.66174
C 1.57658 -4.41116 -2.30398
C -1.13115 1.53606 4.06586
C -2.18578 2.18890 1.91926
H -1.23933 -4.80343 -0.63363
C -2.07236 -1.46499 -0.38059
H -4.70768 4.20473 -0.11182
C -3.21415 2.66045 -0.07818
C 1.25992 -3.94764 -1.03176
C 2.06241 -6.01450 -0.08144
C 1.51850 -4.75113 0.07988
H -4.43590 4.69718 2.32285
H 2.38008 -6.03508 -3.44843
H 3.17036 0.10495 -4.03311
O -2.83441 3.35268 6.65070
H 5.77092 2.71020 -1.56543
I 6.20603 5.76632 -1.77474
P 0.48914 -2.32991 -0.70366
C 2.21644 4.17358 -1.16278
O 0.12979 2.13262 -1.34558
H -1.04155 0.19790 -4.76547
C 3.69911 2.27210 -1.22148
C -3.86248 3.91864 1.83619
C 0.33540 -0.29135 2.62713
C -1.31569 -2.65184 -0.57921
H -1.40756 -1.37366 -2.90702
C -2.95340 3.15357 2.58846
H 1.28373 -4.38081 1.07177
C -2.79978 3.31797 3.99302
C 2.41813 2.80060 -1.09120
C 0.47826 -0.25151 4.01107
C -0.41519 -0.97502 -3.08234
H 1.16429 -0.92591 4.50238
C -0.25439 0.65512 4.73380
C -0.20023 -0.12637 -4.16691
C 1.08323 0.27875 -4.49503
C 2.37054 -6.47559 -1.35415
N -0.50922 0.49022 1.97683
H 0.91740 -0.97668 2.02205
H 2.79289 -7.46357 -1.48063
H 3.14711 6.09299 -1.38790
H -5.04848 -3.04936 0.20281
C 2.13310 -5.67216 -2.45919
C -1.24632 1.38666 2.66865
H -3.65305 -5.05740 -0.16343
C -4.00469 3.65728 0.49897
H 2.80015 -1.35399 -2.07333
H 1.38664 -3.79612 -3.17406
H -4.08228 -0.81765 0.04867
C 4.56514 4.48439 -1.49126
C 0.66708 -1.41725 -2.30884
C 3.29418 5.02306 -1.34842
C 4.77559 3.11305 -1.44048

HOMO energy (alpha / beta)   -10.63 / -10.63 eV
Energy above the lowest of the compared OMol25 structures with the same formula, charge and spin   51.79 kJ/mol
Energy   -100349.011 eV
Spin multiplicity   2
Net charge   +1


Record 2
Density functional theory data (ωB97M-V/def2-TZVPD) for a molecular structure, C37H26BF5N8O3RbSe in a non-equilibrium geometry.

Geometry (Å):
C -1.94301 -0.46589 -4.79160
C -1.26483 3.24948 1.27476
B -2.09779 3.01212 -2.14180
H 3.85151 -6.91925 -0.85193
H 3.61998 -4.81131 0.05910
H -2.24500 5.16022 1.33515
C 0.15435 0.98127 -3.81589
Rb 0.22538 -0.20677 -0.11185
N -5.72253 -1.73708 -2.94262
C -1.06737 3.40832 3.98187
H -2.02905 5.31753 3.84087
C 0.05972 1.17643 3.92711
H 0.96010 1.56125 -3.38245
C 2.21124 -2.56536 0.66626
H -1.32507 3.15249 0.20037
H -5.13692 1.78662 -1.68459
H 1.50799 -1.60968 3.06820
O 0.05983 -2.53522 -1.33409
H -4.83664 -2.34025 -5.23041
C -0.58794 2.30803 3.24877
N -0.48144 0.15625 -2.99396
N 2.91969 -5.35619 -1.81956
C -6.32443 -1.20421 -1.89531
C -1.66696 4.46266 3.28481
H 5.27786 -5.45730 -3.12186
C -0.93116 3.40337 5.41992
C 2.28174 -5.70493 -4.13627
C 1.57055 -5.26902 -5.23439
C -4.83044 -0.96945 -3.58816
H 5.92898 -6.87377 -2.27320
C 0.72868 -4.16871 -5.12873
C 5.26273 -6.01497 -2.18663
C -1.77456 4.38076 1.91680
F -2.91480 4.01273 -1.60206
C 1.25743 -3.93687 -2.81658
H 5.63651 -5.36019 -1.40078
H -7.03584 -1.83847 -1.37490
H 1.80272 -1.80102 5.53949
C -4.59443 0.33993 -3.17791
O 2.40314 -1.37411 0.35259
N -0.68840 2.25187 1.91879
F -0.74444 3.33501 -1.93522
H -0.13952 -2.68333 -3.84324
H -1.51628 0.43531 -6.69369
F -2.37100 1.79635 -1.47102
F -2.35501 2.87419 -3.50915
N -1.34756 4.36827 6.20469
N -6.16160 0.01978 -1.41283
H 1.66787 -5.77807 -6.18449
C -5.29051 0.78582 -2.06703
C 1.04210 -3.24709 -1.52931
H -2.01068 -1.19067 -2.76511
C 0.83064 0.07132 5.92351
C 3.15851 -6.92634 -4.22261
C 2.06505 -3.51361 -0.54205
N -0.23840 2.37733 7.39692
O 2.15283 -3.08489 1.79257
C -4.21142 -1.58577 -4.76701
H 0.36138 1.80194 -5.79036
C 1.30158 -0.94015 5.12054
C 2.90338 -4.55249 -0.71010
C -1.23073 0.36844 -5.65082
C 3.32826 -7.53330 -2.83505
H 2.35880 -7.89126 -2.48095
H 4.01385 -8.38159 -2.85588
C 0.19802 1.16662 5.32653
H 0.93787 0.05515 6.99992
F 0.07020 -3.76003 -6.23836
N 0.51350 0.17964 3.16400
H 2.70576 -7.65298 -4.89870
C 0.54230 -3.51676 -3.94093
H 4.13581 -6.66996 -4.64034
H -2.76209 -1.84259 -6.22848
C -0.30771 2.28335 6.09029
C 1.12712 -0.84153 3.73635
H -3.89752 0.98637 -3.68671
C -0.18349 1.11960 -5.15348
C 2.16282 -5.00901 -2.91581
C -3.01626 -1.32867 -5.30547
C -1.51215 -0.52796 -3.46461
Se -0.97150 3.91444 7.86977
C 3.84380 -6.48406 -1.85533

HOMO energy   -5.79 eV
Energy above the lowest of the compared OMol25 structures with the same formula, charge and spin   26.13 kJ/mol
Energy   -137131.918 eV
Net charge   -1


Record 3
Density functional theory data (ωB97M-V/def2-TZVPD) for a molecular structure, C37H26Cl2F12N6O2ReS in a non-equilibrium geometry.

Geometry (Å):
F -2.96291 2.67912 -3.02949
F 2.28863 0.82991 1.43811
H -2.25471 0.98485 5.35357
H 4.17300 -0.84840 -3.20593
H -3.50113 5.88338 0.00058
H -3.72020 -4.15708 1.42673
C -0.48364 -0.24461 5.29339
F 3.29103 -0.02870 3.15594
F -4.47496 1.81044 -1.11661
C 6.04606 1.63582 -0.22925
H 7.02099 1.56627 1.66311
O -1.37670 0.10267 -1.26414
H 0.07325 2.73822 2.67409
H -1.29766 -0.11209 7.26717
O 0.99414 -1.60342 0.93125
C 6.22714 1.35130 -1.57893
C -0.94424 1.93116 0.94658
C 3.35889 -0.46795 -2.61093
N 7.26033 0.58645 -3.42964
H -2.68342 6.38549 1.50909
C -3.19005 -4.37487 0.50866
C -1.96058 4.55964 0.67338
C -0.62876 2.96851 1.88161
C 8.29899 0.78642 0.12479
Re -0.19497 -0.89878 -0.29003
C 4.11028 1.90855 -2.83373
C -0.45060 0.33255 2.52182
C 1.51439 -1.28296 2.18444
C 0.47468 -0.83212 4.42504
H -2.87396 3.81794 -1.11761
F -3.64201 0.46934 0.36801
H 5.12040 2.04706 0.15967
C 2.33729 -1.10567 -2.00793
F -0.81453 2.47452 -2.80141
F -3.94164 -0.21486 -1.67344
N 6.11758 0.98214 -3.78936
C -2.24195 -3.51424 0.01483
C -1.10492 4.24017 1.73837
C -2.55520 5.90602 0.53991
F 2.60698 -3.33398 1.77315
F -1.99438 0.82514 -3.57057
C 2.73091 -0.32835 1.99634
C 7.41556 0.78142 -2.07109
C -1.99527 1.83507 -2.71280
C -2.77469 -5.81653 -1.38113
N 1.53622 -0.16562 -1.36398
S -0.26853 -2.70505 -1.73778
H 2.16245 -2.16307 -1.96861
H 1.21756 -1.47526 4.87610
N 5.45047 1.47232 -2.70116
H 9.09513 0.57636 0.82546
C 7.10704 1.34985 0.60633
C -2.22105 3.55933 -0.29481
H 3.93469 2.07865 -3.89581
Cl -0.95415 -5.30924 -3.28952
C -3.45293 -5.54007 -0.20902
F 0.94303 -3.36866 3.15526
H -4.20150 -6.22774 0.15927
C 0.48272 -0.60653 3.07679
F 3.62880 -0.85813 1.17698
C -3.60541 0.83630 -0.94002
H 0.79627 2.24944 -0.44278
N 3.18992 0.87128 -2.34272
H -0.81697 5.00564 2.44787
F 2.85317 -2.52492 3.76131
H -2.24595 1.45902 2.96695
C -1.70766 2.29137 -0.20825
H 3.95168 2.83329 -2.28244
H -1.88060 6.54769 -0.04231
H -0.47330 -1.64397 6.89193
N -0.47864 0.68136 1.20574
H 1.33528 2.98986 -1.95504
C 1.63680 2.36264 -1.11565
H 2.43330 2.87516 -0.57412
C -2.13010 1.27011 -1.25156
C 2.09741 1.03398 -1.58766
H 9.40269 0.09740 -1.59740
C 2.00988 -2.66306 2.74804
C -1.51248 -3.76160 -1.14969
C -1.44220 0.87537 3.39794
H 0.47468 -0.21335 7.18481
Cl -1.92965 -2.02786 0.86278
C -1.46178 0.58641 4.73390
C -0.46276 -0.56083 6.73655
C -1.79920 -4.94614 -1.85587
C 8.47617 0.50084 -1.21275
H -2.99744 -6.71359 -1.94286

HOMO energy   -14.78 eV
Energy above the lowest of the compared OMol25 structures with the same formula, charge and spin   39.91 kJ/mol
Energy   -122421.515 eV
Net charge   +3


Copy entry 1 word for word.
Density functional theory data (ωB97M-V/def2-TZVPD) for a molecular structure, C37H25IN3O4PYb in a non-equilibrium geometry.

Geometry (Å):
C -1.93906 2.55149 4.69615
C 1.28467 1.87839 -0.86569
C -3.21476 -4.06955 -0.22389
C -3.43140 -1.67345 -0.11490
H 2.25164 -6.63734 0.78283
N -2.31604 1.96241 0.59353
C -1.86130 -3.92698 -0.49741
Yb -0.59198 0.34509 -0.41916
H 1.21573 4.57515 -1.06555
H -3.31760 2.42199 -1.13033
H 1.23988 0.95136 -5.32785
O -0.82379 2.58283 6.72384
C 2.16488 -0.18515 -3.75599
H -0.15620 0.70222 5.80424
C -3.99566 -2.94176 -0.02945
H -3.38518 4.06279 4.51405
N -1.86221 2.83390 6.14473
H 3.84117 1.20149 -1.15352
O 1.46295 0.81635 -0.18879
C 1.95724 -1.00706 -2.66174
C 1.57658 -4.41116 -2.30398
C -1.13115 1.53606 4.06586
C -2.18578 2.18890 1.91926
H -1.23933 -4.80343 -0.63363
C -2.07236 -1.46499 -0.38059
H -4.70768 4.20473 -0.11182
C -3.21415 2.66045 -0.07818
C 1.25992 -3.94764 -1.03176
C 2.06241 -6.01450 -0.08144
C 1.51850 -4.75113 0.07988
H -4.43590 4.69718 2.32285
H 2.38008 -6.03508 -3.44843
H 3.17036 0.10495 -4.03311
O -2.83441 3.35268 6.65070
H 5.77092 2.71020 -1.56543
I 6.20603 5.76632 -1.77474
P 0.48914 -2.32991 -0.70366
C 2.21644 4.17358 -1.16278
O 0.12979 2.13262 -1.34558
H -1.04155 0.19790 -4.76547
C 3.69911 2.27210 -1.22148
C -3.86248 3.91864 1.83619
C 0.33540 -0.29135 2.62713
C -1.31569 -2.65184 -0.57921
H -1.40756 -1.37366 -2.90702
C -2.95340 3.15357 2.58846
H 1.28373 -4.38081 1.07177
C -2.79978 3.31797 3.99302
C 2.41813 2.80060 -1.09120
C 0.47826 -0.25151 4.01107
C -0.41519 -0.97502 -3.08234
H 1.16429 -0.92591 4.50238
C -0.25439 0.65512 4.73380
C -0.20023 -0.12637 -4.16691
C 1.08323 0.27875 -4.49503
C 2.37054 -6.47559 -1.35415
N -0.50922 0.49022 1.97683
H 0.91740 -0.97668 2.02205
H 2.79289 -7.46357 -1.48063
H 3.14711 6.09299 -1.38790
H -5.04848 -3.04936 0.20281
C 2.13310 -5.67216 -2.45919
C -1.24632 1.38666 2.66865
H -3.65305 -5.05740 -0.16343
C -4.00469 3.65728 0.49897
H 2.80015 -1.35399 -2.07333
H 1.38664 -3.79612 -3.17406
H -4.08228 -0.81765 0.04867
C 4.56514 4.48439 -1.49126
C 0.66708 -1.41725 -2.30884
C 3.29418 5.02306 -1.34842
C 4.77559 3.11305 -1.44048

HOMO energy (alpha / beta)   -10.63 / -10.63 eV
Energy above the lowest of the compared OMol25 structures with the same formula, charge and spin   51.79 kJ/mol
Energy   -100349.011 eV
Spin multiplicity   2
Net charge   +1


Q: Which of these has the lowest energy above the lowest of the compared OMol25 structures with the same formula, charge and spin?
A: C37H26BF5N8O3RbSe


Q: The highest energy above the lowest of the compared OMol25 structures with the same formula, charge and spin belongs to which entry?
A: C37H25IN3O4PYb


Q: The highest energy above the lowest of the compared OMol25 structures with the same formula, charge and spin belongs to which entry?
A: C37H25IN3O4PYb